(1)
Formula: C27H12BCl5F9N2O3Pt
Source: OMol25
Level of theory: ωB97M-V/def2-TZVPD

```
60
Properties=species:S:1:pos:R:3:forces:R:3
Pt 0.0832 0.1995 0.1960 -0.77 -0.28 0.02
C 2.2593 -2.9208 2.4517 -0.17 -0.17 -0.01
O 1.1834 -3.0931 3.3816 0.13 0.31 0.20
C -0.1074 -2.9818 2.9717 -0.19 -0.10 -0.22
C -1.0083 -3.8411 3.5589 0.00 -0.06 -0.05
C -2.3583 -3.8582 3.1986 0.00 -0.04 0.06
C -2.7909 -3.0167 2.2107 0.10 0.08 -0.05
C -1.9076 -2.0988 1.6076 -0.03 0.02 -0.01
C -2.4678 -1.2864 0.5615 0.01 0.02 -0.06
N -1.8497 -0.3753 -0.0867 -0.13 0.13 -0.16
N -2.5208 0.2712 -1.1248 0.24 -0.02 0.22
C -1.7157 1.0929 -1.7161 -0.08 0.09 -0.07
O -0.4684 1.3195 -1.3860 0.19 -0.11 -0.03
C -2.2094 1.8782 -2.8783 0.05 -0.01 0.07
C -1.3290 2.7113 -3.5613 -0.03 0.00 0.01
C -1.7765 3.4514 -4.6460 0.00 -0.02 0.01
C -3.1007 3.3630 -5.0494 0.00 0.02 -0.02
C -3.9795 2.5305 -4.3677 -0.01 -0.01 0.01
C -3.5375 1.7884 -3.2853 0.01 -0.01 -0.02
C -0.5604 -2.0183 2.0219 0.00 -0.07 0.05
O 0.3327 -1.1341 1.6366 0.44 0.18 0.25
H 3.1072 -3.4200 2.9179 0.02 0.00 -0.04
H 2.4862 -1.8711 2.2926 0.00 0.05 0.00
H 2.0253 -3.3943 1.4972 -0.02 0.04 -0.03
H -0.6268 -4.5354 4.2973 0.03 0.01 -0.01
H -3.0328 -4.5569 3.6748 -0.02 0.01 -0.02
H -3.8196 -3.0337 1.8719 0.00 -0.02 0.01
H -3.4955 -1.4691 0.2601 0.00 -0.03 0.01
H -0.3001 2.7680 -3.2333 0.00 0.00 0.00
H -1.0880 4.0963 -5.1768 0.00 0.00 0.00
H -3.4489 3.9414 -5.8962 0.00 0.00 0.00
H -5.0128 2.4582 -4.6828 0.00 0.00 0.00
H -4.2061 1.1307 -2.7477 0.00 0.00 0.00
F 0.7657 -1.5294 -0.9217 -0.06 0.06 -0.19
B 0.2322 -2.8208 -1.5052 0.08 0.03 0.09
F 0.8705 -2.9751 -2.7134 0.00 -0.02 0.00
F -1.1353 -2.6637 -1.6355 -0.03 -0.02 -0.03
F 0.5640 -3.8014 -0.5867 -0.01 -0.01 -0.01
F 0.9029 3.2619 -0.1373 -0.03 0.02 -0.01
C 0.0143 3.0933 0.8455 0.05 -0.01 0.02
C -0.4548 1.8344 1.2029 -0.02 -0.06 0.12
C -1.3373 1.7909 2.2717 0.02 -0.02 -0.01
F -1.8157 0.6267 2.7194 0.00 -0.02 0.00
C -1.7442 2.9263 2.9506 0.01 0.01 0.00
F -2.5934 2.8327 3.9794 0.00 0.00 -0.01
C -1.2639 4.1625 2.5677 0.00 0.01 0.00
F -1.6483 5.2667 3.2135 0.00 -0.01 0.00
C -0.3780 4.2432 1.5120 -0.02 -0.02 0.01
F 0.1012 5.4346 1.1401 0.00 0.00 0.00
Cl 1.7791 0.8426 3.1665 -0.06 0.08 -0.01
C 2.6650 0.9476 1.6784 0.02 -0.02 0.01
C 2.0542 0.7477 0.4372 0.25 0.01 -0.10
C 2.8842 0.8824 -0.6853 -0.18 -0.03 0.00
Cl 2.2307 0.6934 -2.2725 0.13 -0.01 -0.03
C 4.2390 1.1833 -0.5858 0.05 0.00 0.05
Cl 5.2155 1.3402 -1.9959 0.01 0.00 -0.02
C 4.8164 1.3623 0.6664 -0.03 0.00 -0.02
Cl 6.4933 1.7303 0.8055 0.03 0.00 0.00
C 4.0265 1.2466 1.8005 -0.01 -0.01 -0.03
Cl 4.7467 1.4736 3.3503 0.02 0.01 0.03
```
Forces are in eV/Å.

The calculation puts the frontier orbital gap at 0.281 Eh. As for the LUMO energy: 2.08 eV. Its net charge is -1.

(2)
Formula: C27H14BrF5N3O2PdS
Source: OMol25
Level of theory: ωB97M-V/def2-TZVPD

```
54
Properties=species:S:1:pos:R:3:forces:R:3
Pd 0.0871 0.0317 -0.8693 -0.18 0.46 1.14
Br -3.4192 6.5773 -2.0477 0.00 -0.04 -0.02
C -2.6830 4.8408 -2.0295 -0.72 0.20 -0.85
C -3.0348 3.9190 -3.0380 -0.04 -0.02 -0.11
C -2.5006 2.6593 -3.0593 -0.35 -0.21 -0.40
C -1.6242 2.2125 -2.0558 0.33 -0.45 0.25
O -1.1501 0.9925 -2.1659 -0.01 -0.79 0.16
C -1.2916 3.1279 -1.0501 -0.17 1.11 -0.22
C -0.4303 2.8380 0.0100 0.20 -0.56 0.59
N -0.0309 1.6653 0.4114 0.65 -0.48 -0.29
C 0.7557 1.5472 1.6020 -0.22 -0.20 -0.53
C 0.6578 2.3538 2.6883 -0.03 0.48 0.54
C 1.4966 2.1610 3.8207 -0.34 0.28 -0.23
C 2.4054 1.1526 3.8451 0.11 -0.16 -0.04
C 2.4824 0.2662 2.7432 0.39 -0.25 0.25
C 3.3789 -0.8285 2.6930 0.03 0.18 0.31
C 3.3868 -1.6591 1.6171 -0.10 -0.11 -0.31
C 2.4683 -1.4218 0.5771 0.09 -0.33 -0.16
N 1.6290 -0.4173 0.5986 -0.84 -0.26 -0.73
C 1.6363 0.4570 1.6488 -0.15 -0.15 -0.39
C -1.8201 4.4689 -1.0798 0.96 -0.73 0.84
H -3.7354 4.2210 -3.8090 0.10 -0.04 0.03
H -2.7462 1.9578 -3.8479 -0.06 0.10 0.04
H -0.0778 3.6972 0.5721 -0.12 -0.02 0.30
H -0.0856 3.1403 2.7074 0.03 0.02 0.07
H 1.4019 2.8282 4.6694 -0.05 -0.03 -0.11
H 3.0571 1.0013 4.6991 -0.07 -0.01 -0.10
H 4.0570 -0.9935 3.5240 -0.06 0.02 -0.06
H 4.0695 -2.4955 1.5482 -0.08 0.03 -0.03
H 2.4234 -2.0723 -0.2887 0.00 0.00 0.05
H -1.5306 5.1743 -0.3068 0.03 -0.16 -0.02
S 1.8075 0.6519 -2.2665 0.22 0.52 -0.19
C 1.1877 -0.7151 -3.1764 0.81 0.78 -0.24
C 1.5126 -1.1114 -4.4567 0.15 -0.14 -0.38
C 0.8204 -2.1906 -4.9705 -0.04 -0.04 -0.11
C -0.1735 -2.8162 -4.2119 0.24 0.03 -0.38
C -0.4237 -2.3500 -2.9521 -0.41 0.00 0.88
N 0.2830 -1.3241 -2.4492 -0.55 -0.19 0.78
H 2.2706 -0.5842 -5.0241 -0.10 -0.04 0.05
H 1.0341 -2.5375 -5.9742 0.00 0.00 0.05
H -0.7438 -3.6491 -4.6003 0.06 0.04 0.04
H -1.1710 -2.7855 -2.3043 -0.02 0.07 0.12
F -1.2914 -4.2002 4.6496 -0.02 -0.20 0.42
C -1.2999 -3.5251 3.5106 0.01 0.46 -0.58
C -1.3209 -2.1170 3.5459 0.05 -1.70 0.41
F -1.3450 -1.5004 4.7221 0.02 0.14 0.18
C -1.3216 -1.4180 2.3819 -0.11 -1.14 -1.98
F -1.3575 -0.0848 2.4063 -0.01 0.36 -0.14
C -1.2958 -2.0995 1.0986 0.33 -1.53 3.36
O -1.2946 -1.4762 0.0143 -0.11 2.25 -3.14
C -1.2874 -3.5540 1.1245 0.20 2.25 -0.13
F -1.2637 -4.2137 -0.0289 0.03 -0.11 -0.48
C -1.2880 -4.2376 2.2984 -0.09 0.43 1.57
F -1.2711 -5.5646 2.3349 0.00 -0.11 -0.08
```
Forces are in eV/Å.

The calculation puts the frontier orbital gap (spin up / spin down) at 0.166 / 0.166 Eh. As for the LUMO energy (spin up / spin down): -5.45 / -5.44 eV. Its net charge is +1.

(3)
Formula: C27H16Br4N5O2Tc
Source: OMol25
Level of theory: ωB97M-V/def2-TZVPD

```
55
Properties=species:S:1:pos:R:3:forces:R:3
Tc -0.3863 0.1496 -0.7143 -0.19 -1.48 -1.59
N -4.0910 -1.2243 0.7019 0.11 -0.02 -0.49
C -3.2621 -0.4906 -0.1121 0.46 0.05 0.51
N -2.1998 0.1198 0.3458 -1.72 0.05 -0.30
C -1.9427 0.1641 1.7041 1.69 0.50 0.35
N -0.7689 0.5991 2.1027 -1.43 -0.69 1.17
N 0.0474 0.8682 1.0794 0.40 0.44 -0.01
C 1.3137 1.2279 1.2719 0.32 0.54 -0.53
C 1.3216 2.5515 -0.8105 -0.53 -0.01 0.02
C 1.7852 3.7895 -1.2884 -0.17 0.09 -0.10
C 1.0808 4.4880 -2.2385 -0.15 -0.29 -0.01
C -0.0999 3.9301 -2.7414 0.16 0.04 0.13
C -0.5018 2.7130 -2.2522 -0.42 0.18 -0.25
N 0.1569 2.0208 -1.3114 1.45 1.00 -0.29
C -2.9636 -0.3197 2.6199 -0.49 -0.23 0.28
C -2.9423 -0.1288 3.9970 -0.32 -0.12 -0.07
C -3.9240 -0.6955 4.8069 0.40 0.24 0.13
C -4.9133 -1.4894 4.2618 -0.15 -0.07 -0.43
C -4.9584 -1.6881 2.8877 0.03 0.04 0.33
C -4.0112 -1.0878 2.0710 0.15 0.10 0.43
H -4.8459 -1.7685 0.3145 0.17 0.11 -0.06
H -3.5029 -0.4397 -1.1622 0.01 -0.05 -0.10
H 1.7921 0.9944 2.2186 -0.06 -0.10 0.06
H 2.6853 4.1987 -0.8555 0.08 -0.01 0.01
H 1.4178 5.4520 -2.5851 0.09 0.12 -0.01
H -0.6879 4.4385 -3.4888 -0.06 -0.02 -0.07
H -1.4087 2.2456 -2.6134 -0.01 -0.05 -0.05
H -2.1540 0.4711 4.4211 0.14 0.05 0.04
H -3.9044 -0.5217 5.8731 0.05 0.00 0.07
H -5.6668 -1.9425 4.8912 0.00 -0.03 0.04
H -5.7220 -2.3105 2.4443 -0.12 -0.04 -0.04
Br -0.1210 -6.8093 -1.5813 -0.01 -0.03 0.03
C -0.2708 -4.9524 -1.9211 -0.04 -0.31 -0.44
C -0.3879 -4.4777 -3.2179 0.02 -0.47 0.16
Br -0.4792 -5.7032 -4.6573 0.04 -0.04 -0.09
C -0.4685 -3.1064 -3.4607 -0.07 0.22 -0.22
Br -0.6709 -2.4694 -5.2383 0.03 0.26 0.15
C -0.4316 -2.1739 -2.4265 -0.06 -0.75 0.26
O -0.4919 -0.8915 -2.5614 0.01 0.79 -0.16
C -0.3532 -2.6812 -1.0799 -0.03 -0.66 -0.74
O -0.3860 -1.8159 -0.1255 0.19 0.68 0.82
C -0.2676 -4.0512 -0.8634 -0.03 0.23 0.33
Br -0.1890 -4.6271 0.9427 0.01 0.11 -0.05
C 2.0311 1.8969 0.2679 -0.63 -0.26 0.80
C 3.4814 1.8056 0.1969 0.46 -0.18 -0.20
C 4.0829 1.7550 -1.0732 -0.15 0.04 0.15
C 5.4057 1.4068 -1.2316 0.28 -0.03 0.02
C 6.1879 1.1045 -0.1259 0.07 -0.01 -0.06
C 5.6322 1.2138 1.1401 0.19 -0.02 -0.03
C 4.3067 1.5661 1.3031 -0.19 0.16 -0.08
H 3.4719 1.9363 -1.9465 0.03 -0.08 -0.06
H 5.8265 1.3366 -2.2269 -0.01 -0.01 -0.03
H 7.2074 0.7663 -0.2542 0.06 0.08 0.03
H 6.2488 1.0115 2.0050 -0.02 -0.03 0.11
H 3.8920 1.6446 2.2970 -0.02 -0.05 0.13
```
Forces are in eV/Å.

The calculation puts the frontier orbital gap (spin up / spin down) at 0.190 / 0.215 Eh. Its spin multiplicity is 4. As for the LUMO energy (spin up / spin down): 2.49 / 2.40 eV. Its net charge is -1.

(4)
Formula: C27H17BBrCl5N3NiO4
Source: OMol25
Level of theory: ωB97M-V/def2-TZVPD

```
59
Properties=species:S:1:pos:R:3:forces:R:3
Ni -0.4048 -1.1785 0.7898 0.68 -0.21 0.18
Cl 2.4015 -2.4951 1.7603 -0.10 0.14 -0.10
C 1.8253 -1.0980 2.6284 0.13 -0.02 0.16
C 0.5926 -0.5359 2.3071 0.06 -0.28 -0.28
C 0.1221 0.4301 3.1837 -0.18 0.19 0.00
Cl -1.4802 1.0768 2.9455 -0.03 -0.26 0.32
C 0.8638 0.9071 4.2643 -0.09 0.09 0.02
Cl 0.2300 2.1319 5.3061 0.04 -0.05 -0.06
C 2.1285 0.3862 4.5021 0.08 -0.02 0.02
Cl 3.0862 0.9824 5.8120 -0.05 -0.03 -0.07
C 2.6078 -0.6363 3.6869 0.05 -0.02 0.00
Cl 4.1642 -1.3170 4.0129 -0.08 0.01 -0.02
O -1.7574 7.1787 -0.3077 -0.02 0.01 0.02
C -1.0792 6.3211 0.4972 0.07 -0.17 -0.12
O -0.3819 6.7576 1.3670 -0.02 0.03 0.05
C -1.2387 4.8559 0.2134 -0.11 0.22 0.02
C -2.2351 4.3430 -0.6121 0.03 -0.04 -0.02
C -2.3383 2.9778 -0.8193 -0.23 0.06 -0.05
C -1.4450 2.1085 -0.2084 0.02 -0.65 -0.13
C -0.4573 2.6143 0.6189 0.37 0.30 -0.03
C -0.3567 3.9788 0.8309 0.09 -0.19 0.00
N -1.4811 0.6793 -0.3600 -0.24 0.91 0.00
C -2.0271 0.1816 -1.3800 0.05 -0.45 -0.29
C -2.0450 -1.2924 -1.5881 0.00 0.60 0.03
C -2.7008 -1.8233 -2.6792 -0.14 -0.29 -0.22
C -2.7088 -3.2026 -2.8530 -0.06 0.23 -0.07
C -2.0641 -3.9908 -1.9233 0.10 -0.06 0.14
C -1.4218 -3.3746 -0.8560 0.04 -0.05 0.01
N -1.4044 -2.0582 -0.7037 -0.04 0.18 0.06
H -2.2035 6.6890 -1.0068 0.01 -0.01 -0.01
H -2.9702 4.9795 -1.0926 -0.02 0.01 0.04
H -3.1458 2.6141 -1.4421 0.01 -0.07 0.04
H 0.2571 1.9303 1.0525 -0.03 0.07 -0.08
H 0.4121 4.3788 1.4776 -0.01 0.01 -0.01
H -2.4826 0.7726 -2.1809 0.08 -0.02 0.01
H -3.1990 -1.1631 -3.3769 0.00 -0.02 -0.01
H -3.2155 -3.6477 -3.6993 -0.01 0.01 0.00
H -2.0524 -5.0682 -2.0058 0.01 0.00 0.01
H -0.9065 -3.9428 -0.0927 -0.02 -0.02 0.00
Br 5.8734 -2.1488 -5.1103 0.00 0.00 0.00
C 4.5756 -1.4873 -3.8848 0.00 0.01 0.00
C 4.4086 -0.1191 -3.7507 -0.03 0.00 0.03
C 3.4578 0.3528 -2.8566 0.00 0.03 -0.03
C 2.6854 -0.5264 -2.1091 0.05 -0.07 -0.03
C 2.8781 -1.8936 -2.2580 0.03 -0.07 -0.01
C 3.8238 -2.3857 -3.1480 -0.03 0.02 0.03
C 1.6491 0.0169 -1.1427 -0.13 0.35 0.10
O 1.5027 1.2357 -1.0604 0.02 -0.05 0.00
O 1.0130 -0.8863 -0.5126 -0.18 -0.37 0.17
H 5.0126 0.5625 -4.3336 0.00 0.00 0.00
H 3.2954 1.4142 -2.7207 0.01 0.00 0.00
H 2.2803 -2.5670 -1.6581 0.01 0.00 0.00
H 3.9788 -3.4496 -3.2642 0.00 0.00 0.00
B -2.9401 -3.7475 3.6183 0.02 -0.07 -0.08
C -2.0959 -2.7985 2.6605 -0.18 -0.04 0.20
N -1.4899 -2.1068 1.9659 -0.11 -0.03 0.12
H -4.1199 -3.5745 3.3666 0.10 0.02 -0.01
H -2.6744 -3.4487 4.7661 0.00 0.00 -0.10
H -2.6021 -4.8931 3.3637 -0.02 0.10 0.02
```
Forces are in eV/Å.

The calculation puts the frontier orbital gap (spin up / spin down) at 0.270 / 0.270 Eh. As for the LUMO energy (spin up / spin down): 1.15 / 1.15 eV. Its net charge is -1.